Record 1
Molecular formula: C9H70NO27
Method: DFT, wB97M-V/def2-TZVPD

Last column: Löwdin charge in e.
Positions of all 107 atoms, in Å:
H -1.4413 -3.0173 -0.8055  0.06
H 4.0460 2.4975 5.5303  0.03
H 5.8328 -2.6996 1.1743  0.03
H 0.0023 4.5177 6.0591  0.03
O 4.4160 3.2990 5.1604  -0.05
H -4.3046 2.1724 -6.3744  0.02
H 0.9645 0.0078 2.4428  0.09
H -1.3239 -0.7566 2.3251  0.05
H -4.2079 6.5674 0.9759  0.03
H 7.5457 0.1403 3.9463  0.03
O 3.6360 -2.5706 5.8349  -0.05
H 4.9282 3.6967 -2.8879  0.03
H 3.6620 3.8746 5.0322  0.02
H 0.7606 2.1206 -1.6182  0.07
H -7.7742 -1.9601 1.4906  0.02
O -5.6775 -0.0222 5.5837  -0.06
O 4.8392 3.9280 -3.8124  -0.05
H 2.1969 9.1683 -1.5292  0.03
H -0.7094 2.8680 1.3371  0.05
H -4.6762 -5.6206 3.3092  0.02
H 0.2406 -2.8450 -1.2076  0.07
H 1.9424 0.8314 -0.3517  0.09
H 7.2839 -3.1281 1.1222  0.03
H 5.0538 -6.7788 3.2158  0.03
H -1.2596 7.9802 -2.9098  0.02
H 1.7795 -1.7028 0.0714  0.10
O 5.0617 -5.9809 3.7445  -0.05
H 8.6078 -0.2074 2.9252  0.02
H 2.1063 -0.7975 -3.4546  0.02
C 1.2795 1.0031 0.4964  -0.15
O 2.0824 7.0302 2.6027  -0.05
O 3.3066 -5.5728 -4.2843  -0.06
H -5.5357 -1.6722 -1.2673  0.03
H -2.6613 -3.8305 -5.4116  0.02
C -0.2498 1.0963 0.0926  -0.43
O -2.5987 -7.8896 2.2534  -0.05
H 1.5422 -6.8313 4.3048  0.02
O -0.7615 6.2106 -6.6442  -0.05
H -3.2138 1.8834 -5.3651  0.03
H -3.2152 -7.2625 -3.2989  0.03
H 3.8060 -3.2099 5.1430  0.02
H -1.2088 6.3130 -5.8042  0.02
H 2.3055 7.5046 3.4036  0.03
H 1.6258 1.4792 -6.0972  0.02
C -0.4652 -2.7862 -0.3790  -0.08
H 1.2584 -2.2709 1.5826  0.09
O -6.4893 -1.7389 -1.3172  -0.06
H -2.3718 -1.7965 1.4301  0.07
O 0.9138 -7.4266 4.7135  -0.06
C 1.1154 -1.4380 0.8942  -0.17
H -3.5416 7.0392 -0.2990  0.02
C 1.5550 -0.1582 1.5417  -0.19
C -0.1613 2.1592 -1.0379  -0.07
O 1.6795 2.3177 -6.5557  -0.05
H -1.0787 2.2413 -1.6209  0.07
H -2.0810 1.8180 1.0643  0.07
H -0.0091 6.7997 -6.5888  0.02
O 0.4812 5.1228 5.4928  -0.05
H 7.1329 -2.4301 -3.3635  0.03
H 0.7122 -1.1489 -3.9289  0.03
H -0.1294 3.1378 -0.5589  0.05
H 6.4049 -1.6875 -2.2632  0.02
C -0.4306 -1.4913 0.4302  -0.49
H -5.1227 1.7727 -2.3955  0.03
H -6.7544 -0.9910 -1.8526  0.02
H -2.9151 -8.5514 2.8684  0.03
O 1.5392 8.5161 -1.2877  -0.05
H 1.4165 6.3989 2.8754  0.02
H -0.3409 -3.6734 0.2418  0.07
H 2.8490 -2.8945 6.2729  0.03
N -0.7305 -0.2852 -0.3337  -0.21
O -3.3558 2.0760 -6.2920  -0.05
H 1.8219 8.1959 -0.4311  0.02
H -8.3507 -1.0507 2.5548  0.03
O -2.7428 -3.0066 -5.8920  -0.06
H -1.0497 -2.5078 2.3115  0.06
H 0.1626 5.9898 5.7441  0.03
O -2.0564 8.0049 -3.4396  -0.05
O -1.9014 -0.3731 -1.1678  -0.37
H -4.3474 -6.5570 -4.0147  0.03
O -3.3944 -6.6469 -4.0096  -0.05
H -5.5166 -0.8043 5.0559  0.03
H 1.6731 1.9350 0.9021  0.10
O -4.3958 6.8164 0.0710  -0.05
H -5.0717 -0.1011 6.3206  0.02
H 5.7843 -6.1075 4.3594  0.03
H -2.9943 -2.3652 -5.2275  0.03
H 2.7289 -4.8157 -4.1875  0.03
O -5.9938 2.0006 -2.7202  -0.06
O -5.3011 -5.2632 3.9400  -0.06
O 6.5366 -1.6969 -3.2113  -0.05
H 5.7375 3.9471 -4.1426  0.03
H -0.7311 1.4334 2.2741  0.05
H -5.9046 2.8999 -3.0357  0.03
O -8.0306 -1.9415 2.4126  -0.06
H 0.1127 -7.3188 4.2008  0.02
H 2.7297 -6.2794 -4.5742  0.02
H -2.2607 -8.3926 1.5125  0.03
C -1.3259 -1.6492 1.6994  -0.05
O 6.6762 -2.4704 0.7839  -0.05
O 8.4733 -0.0810 3.8644  -0.06
H 2.6031 -0.0480 1.8197  0.09
H -1.9686 8.7981 -3.9682  0.03
O 1.6101 -1.0317 -4.2390  -0.06
H -5.7826 -4.5970 3.4496  0.03
H 2.3711 2.7969 -6.0994  0.02
C -1.0161 1.8228 1.2967  -0.05

The value obtained for the total energy is -2470.973716 Eh. The energy above the lowest of the compared OMol25 structures with the same formula, charge and spin is 888.2 kJ/mol. For the lowest unoccupied orbital energy, the calculation gives 1.37 eV. The total charge is -1. The spin multiplicity is 1.

---

Record 2
Molecular formula: C10H15ClFN2
Method: DFT, wB97M-V/def2-TZVPD

Last column: natural (NBO) charge in e.
Positions of all 29 atoms, in Å:
F 3.4950 -0.3786 0.9741  -0.34
C -2.6588 -2.4476 0.0733  -0.24
N 0.5635 0.1267 -0.3522  -0.38
H -1.1637 2.2035 2.0241  0.23
H -2.3772 1.6904 0.6409  0.22
C -0.5285 -0.7777 -0.1884  0.32
C 1.6001 -0.4371 -1.1974  -0.25
Cl -0.6489 3.0154 -0.1900  -0.10
H -1.4900 -3.3774 1.6200  0.23
H 2.5732 1.3430 -1.6556  0.22
H 0.3575 0.9199 -0.8636  0.45
H -3.4976 -3.1533 0.1272  0.26
H 3.2836 1.6443 0.8890  0.21
N -0.4884 -1.6244 0.8050  -0.43
H 1.8246 -1.5337 -0.8023  0.25
H 1.2620 -0.6352 -2.2232  0.24
C -1.5057 -2.4913 0.8774  0.09
C 2.8533 0.5518 -1.0370  -0.45
C 1.3232 0.5487 0.8792  -0.29
C 2.7815 0.6604 0.4872  0.19
C -1.5988 -0.5592 -0.9728  -0.26
H -1.5950 0.2491 -1.7296  0.24
C -2.6622 -1.4582 -0.8463  -0.14
C -1.7891 2.4892 1.0988  -0.58
H 1.1990 -0.2276 1.6101  0.28
H 3.8969 0.2566 -1.2209  0.28
H 0.8633 1.3778 1.4084  0.25
H -2.4538 3.3527 1.3634  0.25
H -3.4189 -1.3284 -1.5988  0.24

The value obtained for the total energy is -1059.327850 Eh. The energy above the lowest of the compared OMol25 structures with the same formula, charge and spin is 0.0 kJ/mol. For the lowest unoccupied orbital energy, the calculation gives -2.99 eV. The total charge is +1. The spin multiplicity is 1.

---

Record 3
Molecular formula: C23H21N3O3
Method: DFT, wB97M-V/def2-TZVPD

Last column: natural (NBO) charge in e.
Positions of all 50 atoms, in Å:
O 1.4780 0.2011 -3.4950  -0.62
H -0.8701 4.0619 6.2637  0.21
H 1.8156 -5.1947 -2.0077  0.21
C 0.0341 -7.2250 -2.2629  -0.63
H -2.3402 -3.7367 -4.2063  0.21
H 1.8630 3.7359 4.7364  0.22
C 1.3647 4.1162 2.6447  -0.21
C 1.1868 2.0395 -1.3207  -0.13
C -2.5965 2.1668 4.0519  -0.19
C 0.6832 2.2908 1.0489  0.20
H 1.5713 -2.8626 -2.7497  0.21
C -1.4259 -4.0527 -3.7237  -0.20
O 2.9764 4.1566 0.3933  -0.38
C -0.5057 2.8290 3.1229  0.23
C -0.3996 -3.1402 -3.5287  -0.06
C 0.6249 0.0311 -2.6465  0.67
H 2.4140 3.9113 2.4277  0.24
C 1.2513 2.7800 -0.1485  0.00
H 0.4216 -7.8183 -3.0918  0.22
H 0.7322 -7.3099 -1.4334  0.22
C 0.6299 0.7722 -1.3514  -0.17
C -1.1006 3.5225 5.3575  -0.18
C 0.9017 -4.8779 -2.4898  -0.22
H -2.0928 -6.0660 -3.4754  0.21
C -0.1221 -5.7969 -2.6882  -0.02
H -1.9900 1.6855 2.0549  0.22
C 0.2114 0.9635 1.0084  -0.21
N -0.4172 -0.8169 -2.8048  -0.60
H -0.9226 -7.6491 -1.9661  0.22
C -1.7144 2.1658 2.9804  -0.28
H -1.5000 -1.5332 -4.4407  0.20
N 0.5178 3.0163 2.1935  -0.42
O 1.5456 4.8357 -1.0663  -0.36
H -0.1517 -0.8030 -0.1030  0.22
H 1.0443 5.2775 4.4735  0.23
H -1.0956 -0.9219 -2.0682  0.40
C 0.7666 -3.5670 -2.9046  -0.15
H 1.0785 5.0415 2.1281  0.19
N 1.9647 4.0247 -0.2691  0.52
H -0.1032 0.5119 1.9360  0.23
C 1.0902 4.2391 4.1495  -0.43
C -1.2857 -5.3660 -3.3121  -0.21
H 0.2694 -1.4183 -4.6303  0.25
C -2.2929 2.8192 5.2337  -0.23
H -2.9931 2.8006 6.0543  0.21
H -3.5409 1.6533 3.9519  0.21
C -0.2238 3.5335 4.2977  -0.06
C 0.1844 0.2230 -0.1470  -0.17
H 1.6002 2.4498 -2.2304  0.26
C -0.5373 -1.6997 -3.9466  -0.25

The value obtained for the total energy is -1278.973998 Eh. The energy above the lowest of the compared OMol25 structures with the same formula, charge and spin is 375.8 kJ/mol. For the lowest unoccupied orbital energy, the calculation gives -0.05 eV. The SMILES is Cc1ccc(CNC(=O)c2ccc(N3CCc4ccccc43)c([N+](=O)[O-])c2)cc1. The spin multiplicity is 1.

---

Record 4
Molecular formula: C9H9ClNO13P2Se3TeTi
Method: DFT, wB97M-V/def2-TZVPD

Last column: Mulliken spin population.
Positions of all 40 atoms, in Å:
H 0.2485 1.8743 4.5326  0.00
O -1.6274 1.2094 -1.8285  0.00
O 2.9841 -0.0245 -2.5412  0.00
Se -0.2330 3.2607 0.0341  0.01
C 3.8871 -0.3135 1.6754  0.00
P -0.6233 -2.2131 -1.7324  0.00
P -2.0239 0.1994 -2.9277  0.00
O -0.5522 1.1806 2.5576  0.01
O -3.3543 0.2769 -3.5291  0.00
C 2.8896 0.2380 2.5385  0.00
Te 0.7062 4.4791 1.9509  0.01
H 3.3940 -0.8749 -2.3560  0.00
O -1.8180 -1.2565 -2.2367  0.00
Cl -4.8732 -2.2830 1.8128  0.00
C 2.4201 0.1322 -0.1765  0.00
H -3.5628 -2.4903 -0.1302  0.00
C -2.4148 -1.1983 1.1176  0.00
C 3.6600 -0.3673 0.3463  0.00
H 4.8165 -0.6867 2.0887  0.00
H 0.2427 -2.8206 -3.5857  0.00
Se -2.9634 4.7562 2.1041  0.56
Se -2.6862 3.1187 0.6829  0.41
H 4.4021 -0.7763 -0.3281  0.00
H -4.2607 -0.8595 0.0266  0.00
H -0.0049 0.4145 -3.5819  0.00
O 0.4625 -2.1516 -2.9266  0.00
C -3.7596 -1.6645 0.5516  0.00
O -2.0149 -0.1080 0.5290  0.02
O -0.8641 0.2669 -4.0222  0.00
O -1.8295 -1.8321 1.9654  0.00
Ti -0.3906 0.5042 -0.4586  -0.02
C 0.5933 1.0945 2.8942  0.00
O 0.9678 0.7628 -1.8483  0.00
O 0.0442 -1.4543 -0.5879  0.00
H 3.0509 0.3310 3.6005  0.00
C 2.1292 0.2756 -1.5036  0.00
N 1.3870 0.5167 0.6873  0.00
O -1.1355 -3.5743 -1.5345  0.00
O 1.0124 1.4399 4.1324  0.00
C 1.6941 0.6177 2.0071  0.00

The value obtained for the total energy is -10846.516793 Eh. The energy above the lowest of the compared OMol25 structures with the same formula, charge and spin is 121.3 kJ/mol. For the lowest unoccupied orbital energy (alpha / beta), the calculation gives 4.05 / 3.57 eV. The total charge is -2. The spin multiplicity is 2.

---

Record 5
Molecular formula: C19H40NNdP3S
Method: DFT, wB97M-V/def2-TZVPD

Last column: Mulliken spin population.
Positions of all 65 atoms, in Å:
C -3.7346 -1.1228 1.5600  0.00
H 4.5651 1.5666 1.8643  0.00
C -0.0729 0.9104 -4.0684  0.00
C 2.6446 2.3554 -0.2259  0.00
C 0.7263 -1.6403 3.9127  0.00
H -3.6336 0.8873 -0.3706  0.00
H -0.6373 -2.4137 -3.1086  0.00
C 4.2938 0.1244 -0.5424  0.00
C -0.7723 -1.4562 -3.6444  0.00
H -4.2995 -2.0590 1.5848  0.00
P 2.8165 0.6327 0.4164  0.00
H -0.0767 -0.4597 5.4464  0.00
H -2.8728 1.5617 2.3633  0.00
C -0.9504 3.0775 0.9884  0.00
N 0.9391 -1.8918 2.7935  -0.01
H -1.7422 2.8912 0.2539  0.00
H 3.4213 -1.9550 -2.5092  0.00
H -3.2549 -0.9706 2.5456  0.00
H 4.0263 -0.0504 2.3903  0.00
H -1.8689 2.1677 3.7247  0.00
H 3.5937 2.7014 -0.6614  0.00
H 1.4156 2.8655 2.5621  0.00
C 3.6884 0.9198 2.0071  0.00
C -1.4163 1.1329 -4.6985  0.00
H -2.4701 -2.1055 -4.8657  0.00
H -3.2469 -2.4858 -1.6301  0.00
C -2.9891 -2.7203 -0.5985  0.00
H 2.3513 3.0606 0.5628  0.00
H -1.6446 2.1541 -5.0018  0.00
H 0.1549 1.6492 -3.2568  0.00
H -0.1272 -2.2096 5.7662  0.00
H 4.9736 0.9845 -0.6107  0.00
H -2.4359 0.4133 -1.6170  0.00
C -1.9399 1.3988 2.9397  0.00
H 4.0557 -0.1998 -1.5560  0.00
Nd 0.8349 -1.6847 0.4082  3.06
H 1.1798 1.4005 3.5812  0.00
C -1.8527 -1.2607 -4.5429  0.00
C 0.1037 -0.4310 -3.3853  0.00
C 2.3468 -2.1423 -2.3658  0.00
H 4.7974 -0.6941 -0.0104  0.00
S 1.6092 -0.3731 -2.5550  0.00
H 2.0100 -2.7341 -3.2316  0.00
C 2.0569 -2.8749 -1.0629  -0.04
H -3.9941 -0.4426 -1.5151  0.00
C 0.4789 -1.4053 5.3150  0.00
C -3.2005 0.0401 -0.9235  0.00
H 1.4169 -1.3219 5.8821  0.00
H -1.3102 3.8002 1.7346  0.00
P -2.4491 -1.1956 0.2320  0.00
H 0.7086 1.0046 -4.8479  0.00
H -3.8392 -3.1717 -0.0684  0.00
H -1.9718 0.4076 3.4181  0.00
H -0.0819 3.4972 0.4610  0.00
C 0.6699 2.2197 3.0585  0.00
H -3.0728 0.1932 -5.6278  0.00
H 3.0303 1.3723 2.7521  0.00
H 1.3981 -3.7323 -1.2939  0.00
H -4.4445 -0.2968 1.4067  0.00
H -2.1717 -3.4484 -0.5858  0.00
H 2.9620 -3.1875 -0.5526  0.00
P -0.4938 1.5051 1.8354  0.00
H 0.1140 2.8193 3.7866  0.00
C -2.1972 0.0459 -5.0024  0.00
H 1.8824 2.3771 -1.0170  0.00

The value obtained for the total energy is -2785.350723 Eh. For the lowest unoccupied orbital energy (alpha / beta), the calculation gives -10.62 / -10.62 eV. The total charge is +3. The spin multiplicity is 4.

---

Record 6
Molecular formula: C14H28NO5S
Method: DFT, wB97M-V/def2-TZVPD

Last column: natural (NBO) charge in e.
Positions of all 49 atoms, in Å:
C -0.8724 0.7448 1.4655  -0.30
O 5.6290 -0.6866 2.1382  -1.04
C 3.1376 3.1107 0.4477  -0.42
H -2.2249 -4.2423 -3.0254  0.21
H 4.4329 2.4644 2.0956  0.22
H 5.0328 1.2229 -0.6163  0.21
O 7.0566 -0.1406 0.2178  -1.04
H 3.8547 0.4374 0.5421  0.22
H 3.3460 4.1857 0.3515  0.20
O -4.1609 -0.2334 0.1478  -0.71
C -5.9774 -0.6991 1.6611  -0.63
H -0.4853 -0.6026 -0.2440  0.23
H 1.2127 -2.8287 -3.6604  0.19
C -0.0906 1.7845 1.9053  -0.07
O 6.7865 1.4254 2.0097  -1.05
C -0.2299 -3.7634 -2.3456  0.10
H -4.4563 0.8067 1.8638  0.18
H -6.5615 -1.1845 0.8737  0.19
H -6.5497 1.9486 1.0665  0.20
C -1.2186 -4.1486 -3.4370  -0.63
H 1.8739 -3.3338 -2.1135  0.23
C -0.1243 0.2359 0.3548  -0.31
C 1.0180 0.9476 0.1796  -0.08
H -0.2519 2.4597 2.7381  0.19
H 1.5239 -4.5488 -3.3556  0.20
H 2.2918 2.9896 2.4698  0.20
C 4.7219 1.0901 0.4257  -0.69
H -5.3905 -1.4772 2.1507  0.22
H 2.8940 2.7587 -0.5591  0.21
C -5.8635 1.4558 0.3747  -0.63
H -0.9434 -5.0959 -3.9050  0.20
S 6.1702 0.3441 1.2658  2.41
H -5.1955 2.2069 -0.0485  0.22
H -6.6669 -0.2704 2.3911  0.20
N 1.0128 1.9167 1.1403  -0.34
H -6.4441 1.0382 -0.4532  0.19
H -1.2584 -3.3766 -4.2109  0.19
H 5.2743 3.1727 0.7452  0.21
C -5.0634 0.3656 1.0719  0.09
O -0.6354 -2.5395 -1.7395  -0.71
C 1.9530 3.0013 1.4292  -0.19
C 1.1779 -3.6174 -2.9033  -0.63
H -4.6794 -0.6291 -0.5606  0.45
H -1.8194 0.4263 1.8702  0.21
H 1.7920 0.8281 -0.5606  0.22
C 4.4603 2.4896 1.0017  -0.39
H 1.3822 3.9375 1.3233  0.18
H -0.2367 -4.5210 -1.5607  0.18
H -0.6349 -1.8563 -2.4190  0.46

The value obtained for the total energy is -1379.426053 Eh. For the lowest unoccupied orbital energy, the calculation gives 2.26 eV. The total charge is -1. The spin multiplicity is 1.

---

Record 7
Molecular formula: C3H12N2O2
Method: DFT, wB97M-V/def2-TZVPD

Last column: natural (NBO) charge in e.
Positions of all 19 atoms, in Å:
H 2.2224 2.8475 -2.4425  0.48
H -1.8413 -2.0092 2.0959  0.23
O 3.7002 1.4839 0.4890  -0.93
H 4.1571 2.0707 1.0968  0.46
C -1.9964 -2.2769 1.0457  -0.63
N 0.5965 -0.4978 1.0497  -0.74
H -1.2600 -0.1643 -1.4874  0.39
H 0.6241 0.2729 -0.8364  0.13
N -1.2501 -0.4323 -0.5213  -0.62
H -2.7604 -0.2089 0.8856  0.19
H -3.1650 -1.1330 -0.3721  0.20
H 0.7870 2.2967 -2.0839  0.48
C -2.2932 -1.0027 0.2737  -0.22
O 1.6190 2.6031 -1.7283  -0.96
H 1.4796 0.0055 0.9658  0.36
H -1.0716 -2.6714 0.6304  0.23
H 3.1364 2.1813 0.1189  0.47
C 0.0460 -0.2939 -0.1016  0.27
H -2.7304 -3.0711 0.9221  0.21

The value obtained for the total energy is -381.454333 Eh. The energy above the lowest of the compared OMol25 structures with the same formula, charge and spin is 159.1 kJ/mol. For the lowest unoccupied orbital energy, the calculation gives 0.37 eV. The SMILES is [H]/N=C/NCC.O.O. The spin multiplicity is 1.

---

Record 8
Molecular formula: C6H7NO2S2
Method: DFT, wB97M-V/def2-TZVPD

Last column: natural (NBO) charge in e.
Positions of all 18 atoms, in Å:
O -3.4589 1.2581 0.2910  -0.70
C -0.7225 0.6053 0.0662  -0.27
S -1.1381 -1.9803 -0.6623  0.15
C 2.8475 -0.9487 0.0303  -0.02
H 1.2877 1.2347 -0.5363  0.25
H 4.2779 1.6141 -0.3152  0.49
S 0.4905 -2.1976 0.5868  0.15
H -3.5127 -0.1704 -1.0985  0.20
C -3.1045 -0.0691 -0.0959  -0.10
C -1.6227 -0.3412 -0.1399  -0.15
O 3.4000 1.1966 -0.2475  -0.56
H -1.1148 1.6012 0.3011  0.24
H -3.1852 1.4091 1.2184  0.47
C 0.7254 0.4088 -0.1190  -0.17
C 1.4155 -0.7293 0.1180  -0.25
H 3.2017 -1.9829 0.1449  0.21
N 3.8120 -0.1034 -0.0784  -0.11
H -3.5987 -0.8050 0.5363  0.19

The value obtained for the total energy is -1234.346430 Eh. The energy above the lowest of the compared OMol25 structures with the same formula, charge and spin is 157.9 kJ/mol. For the lowest unoccupied orbital energy, the calculation gives -0.39 eV. The SMILES is OCC1=CC=C(/C=N\O)SS1. The spin multiplicity is 1.

---

We obtain max |F| values of 2.3, 5.6, 1.4, 1.2, 2.8, 2.4, 2.7, 1.4 eV Å⁻¹ for the records listed above, in that order.